Formula: C2H10N2O2
Source: OMol25
Level of theory: the ωB97M-V functional and the def2-TZVPD basis

Calculated values
HOMO energy (spin up / spin down): 1.3 / -6.3 eV
E: -342.0817 Ha
ΔE to the lowest compared entry with this formula, charge and spin: 38.08 kcal/mol

```
! wB97M-V def2-TZVPD RIJCOSX def2/J DEFGRID3
* xyz -1 2
C 0.39 0.53 -1.35
N 1.52 1.09 -0.63
C 1.80 2.44 -0.85
N 2.79 2.89 -1.52
H -0.18 1.24 -1.99
H -0.34 -0.10 -0.85
H 0.70 -0.16 -2.14
H 2.41 0.65 -0.81
H 0.96 3.10 -0.59
H 2.51 3.70 -2.06
H -2.31 -6.26 -1.42
H -1.05 -5.55 -1.08
O -1.90 -5.79 -0.67
H -3.71 -0.02 4.93
H -2.48 0.77 4.95
O -3.10 0.39 4.31
*
```

Formula: C16H22ClF3N3O5P3S
Source: OMol25
Level of theory: the ωB97M-V functional and the def2-TZVPD basis

Calculated values
HOMO energy: -8.9 eV
E: -3345.2497 Ha
SMILES: CCP(C)P(S)(Cl)(P(N)O)C(F)(F)F.O=[N+]([O-])c1ccccc1.O=[N+]([O-])c1ccccc1

```
! wB97M-V def2-TZVPD RIJCOSX def2/J DEFGRID3
* xyz 0 1
C 2.59 -5.63 -1.35
C 1.76 -4.35 -1.14
P 2.91 -2.94 -1.37
C 3.47 -2.56 0.34
P 1.83 -1.11 -1.96
S 3.84 -0.16 -2.24
Cl -0.20 -1.89 -1.56
P 1.17 -0.94 -4.15
N 1.24 -2.61 -4.49
O 2.42 -0.36 -4.98
C 1.36 0.37 -0.77
F 0.23 0.97 -1.21
F 1.10 -0.15 0.46
F 2.30 1.33 -0.62
H 2.44 -5.99 -2.35
H 3.65 -5.43 -1.27
H 2.31 -6.39 -0.64
H 0.96 -4.34 -1.85
H 1.37 -4.36 -0.13
H 3.84 -3.50 0.73
H 2.68 -2.19 0.96
H 4.27 -1.85 0.24
H 4.54 -1.18 -2.75
H 1.79 -2.83 -5.30
H 0.31 -2.98 -4.61
H 3.10 -1.03 -5.16
O -3.58 -1.42 6.81
N -2.62 -0.68 6.73
O -2.20 0.00 7.64
C -1.93 -0.61 5.44
C -2.41 -1.35 4.38
C -1.76 -1.27 3.16
C -0.64 -0.46 3.01
C -0.17 0.28 4.10
C -0.82 0.20 5.32
H -3.27 -1.98 4.50
H -2.12 -1.84 2.31
H -0.14 -0.39 2.06
H 0.70 0.91 3.99
H -0.46 0.77 6.16
O -3.92 7.66 -2.03
N -3.81 6.55 -2.51
O -4.30 6.19 -3.55
C -3.01 5.57 -1.75
C -2.46 5.94 -0.54
C -1.72 5.00 0.17
C -1.55 3.72 -0.34
C -2.11 3.37 -1.56
C -2.84 4.30 -2.28
H -2.60 6.94 -0.16
H -1.29 5.27 1.12
H -0.98 3.00 0.22
H -1.97 2.38 -1.96
H -3.28 4.04 -3.23
*
```

Formula: C4H6N4
Source: OMol25
Level of theory: the ωB97M-V functional and the def2-TZVPD basis

Calculated values
HOMO energy: -8.6 eV
E: -374.9502 Ha
ΔE to the lowest compared entry with this formula, charge and spin: 69.74 kcal/mol
SMILES: C/N=N\c1cn[nH]c1

```
! wB97M-V def2-TZVPD RIJCOSX def2/J DEFGRID3
* xyz 0 1
C -1.69 -0.87 -1.44
N -1.30 0.53 -1.61
N -0.45 1.15 -0.98
C 0.22 0.55 0.17
C 0.45 -0.75 0.78
N 1.36 -0.63 1.70
N 1.79 0.66 1.69
C 1.11 1.38 0.80
H -0.74 -1.43 -1.61
H -2.30 -1.08 -2.28
H -2.31 -1.06 -0.55
H -0.05 -1.68 0.59
H 2.58 0.89 2.31
H 1.33 2.35 0.44
*
```

Formula: C2H12N2O3
Source: OMol25
Level of theory: the ωB97M-V functional and the def2-TZVPD basis

Calculated values
HOMO energy: -7.3 eV
E: -418.5898 Ha
ΔE to the lowest compared entry with this formula, charge and spin: 30.91 kcal/mol
SMILES: N/C=C/N.O.O.O

```
! wB97M-V def2-TZVPD RIJCOSX def2/J DEFGRID3
* xyz 0 1
N -0.39 2.37 2.38
C 0.41 1.83 1.37
C -0.04 1.40 0.20
N 0.80 0.78 -0.77
H 0.02 2.48 3.28
H -1.38 2.51 2.26
H 1.48 1.85 1.52
H -1.08 1.44 -0.09
H 1.79 0.95 -0.68
H 0.52 0.97 -1.72
O 3.38 -2.80 -0.59
H 2.93 -1.95 -0.63
H 3.78 -2.87 0.29
O -0.79 -1.59 0.83
H -1.53 -0.98 0.94
H -0.22 -1.09 0.21
O -3.10 -0.97 -2.84
H -3.81 -0.41 -2.50
H -3.58 -1.56 -3.43
*
```

Formula: C30H73NO8
Source: OMol25
Level of theory: the ωB97M-V functional and the def2-TZVPD basis

Calculated values
HOMO energy: -9.7 eV
E: -1843.4631 Ha
SMILES: CCCCC[C@@H]1CCC(=O)N1.CC(C)O.CC(C)O.CC(C)O.CC(C)O.CC(C)O.CC(C)O.CC(C)O

```
! wB97M-V def2-TZVPD RIJCOSX def2/J DEFGRID3
* xyz 0 1
C -2.12 0.49 -0.24
C -1.53 1.87 -0.64
C -2.42 2.69 -1.59
C -3.20 3.84 -0.90
C -4.21 3.36 0.18
C -5.10 2.26 -0.32
C -6.10 2.56 -1.48
C -6.57 1.08 -1.69
C -6.58 0.55 -0.21
O -6.94 -0.48 0.16
N -6.00 1.58 0.63
H -1.33 -0.25 -0.07
H -2.79 0.09 -1.00
H -2.64 0.61 0.72
H -0.59 1.66 -1.17
H -1.26 2.41 0.27
H -3.15 2.09 -2.14
H -1.78 3.14 -2.35
H -2.50 4.55 -0.45
H -3.77 4.36 -1.68
H -4.81 4.25 0.42
H -3.66 3.10 1.09
H -4.55 1.40 -0.73
H -5.65 3.06 -2.34
H -7.01 3.02 -1.08
H -7.49 0.94 -2.25
H -5.78 0.64 -2.32
H -6.82 2.17 0.84
C 0.47 2.63 -5.96
C 1.22 3.02 -4.69
C 2.61 2.42 -4.67
O 0.48 2.58 -3.55
H 0.36 1.55 -6.02
H -0.53 3.06 -5.97
H 1.00 2.98 -6.85
H 1.28 4.11 -4.63
H 2.57 1.33 -4.68
H 3.13 2.70 -3.75
H 3.21 2.76 -5.52
H 0.42 1.62 -3.59
C 5.81 -1.96 -5.16
C 4.37 -1.61 -5.50
C 4.09 -1.81 -6.98
O 4.11 -0.25 -5.14
H 6.51 -1.32 -5.71
H 6.01 -1.81 -4.10
H 6.04 -3.00 -5.41
H 3.70 -2.23 -4.91
H 4.73 -1.16 -7.59
H 3.05 -1.55 -7.21
H 4.26 -2.85 -7.28
H 4.70 0.31 -5.66
C -7.71 1.62 3.69
C -7.15 1.95 5.06
C -7.04 0.70 5.92
O -7.98 2.91 5.71
H -8.71 1.20 3.77
H -7.79 2.53 3.08
H -7.07 0.91 3.16
H -6.16 2.41 4.95
H -8.02 0.26 6.08
H -6.64 0.95 6.91
H -6.39 -0.04 5.46
H -8.86 2.52 5.81
C -10.07 6.87 5.94
C -8.96 7.31 5.00
C -9.26 6.89 3.57
O -7.72 6.76 5.42
H -10.16 5.78 5.95
H -9.84 7.18 6.97
H -11.03 7.30 5.66
H -8.86 8.40 5.04
H -9.32 5.80 3.50
H -8.45 7.20 2.90
H -10.20 7.31 3.21
H -7.80 5.80 5.39
C 6.15 -3.62 -0.05
C 5.69 -3.23 -1.45
C 4.17 -3.33 -1.57
O 6.30 -4.10 -2.41
H 5.87 -4.65 0.17
H 7.24 -3.56 0.02
H 5.72 -2.97 0.71
H 6.01 -2.22 -1.68
H 3.83 -4.35 -1.39
H 3.86 -3.06 -2.58
H 3.68 -2.66 -0.86
H 6.02 -5.00 -2.21
C 6.68 -3.60 5.59
C 6.22 -3.21 4.20
C 4.71 -3.29 4.07
O 6.83 -4.07 3.23
H 6.40 -4.63 5.82
H 7.77 -3.54 5.66
H 6.25 -2.94 6.35
H 6.55 -2.19 3.97
H 4.36 -4.31 4.26
H 4.39 -3.01 3.07
H 4.22 -2.62 4.79
H 6.54 -4.97 3.42
C 9.25 -8.04 0.08
C 8.66 -7.22 -1.05
C 9.55 -6.04 -1.41
O 7.36 -6.74 -0.68
H 9.35 -7.43 0.98
H 8.59 -8.88 0.33
H 10.23 -8.44 -0.18
H 8.52 -7.86 -1.93
H 9.66 -5.37 -0.56
H 9.11 -5.46 -2.22
H 10.54 -6.38 -1.72
H 7.47 -6.18 0.09
*
```

Formula: C6H10O
Source: OMol25
Level of theory: the ωB97M-V functional and the def2-TZVPD basis

Calculated values
HOMO energy: -7.4 eV
E: -309.6173 Ha
ΔE to the lowest compared entry with this formula, charge and spin: 141.22 kcal/mol

```
! wB97M-V def2-TZVPD RIJCOSX def2/J DEFGRID3
* xyz 0 1
C -0.02 2.19 0.12
C 0.81 0.63 0.88
C -0.05 -0.31 1.58
C 0.52 -0.68 0.26
C -0.37 -0.86 -0.95
C -0.76 -2.29 -1.20
O -0.29 -3.25 -0.63
H 0.43 3.05 0.61
H -1.11 2.30 0.08
H 0.35 2.04 -0.89
H 1.77 1.10 1.09
H 0.27 -0.70 2.53
H -0.25 1.27 1.02
H 1.43 -1.29 0.20
H 0.10 -0.50 -1.88
H -1.30 -0.28 -0.83
H -1.53 -2.44 -1.99
*
```

Formula: C4H9NO2
Source: OMol25
Level of theory: the ωB97M-V functional and the def2-TZVPD basis

Calculated values
HOMO energy: -9.9 eV
E: -363.0183 Ha
ΔE to the lowest compared entry with this formula, charge and spin: 42.17 kcal/mol
SMILES: C/N=C/OCCO

```
! wB97M-V def2-TZVPD RIJCOSX def2/J DEFGRID3
* xyz 0 1
C -2.32 0.28 0.75
N -1.02 -0.09 0.24
C -0.28 -0.81 0.97
O 0.97 -1.17 0.69
C 1.54 -0.79 -0.57
C 1.62 0.73 -0.80
O 0.59 1.23 -1.61
H -2.37 1.37 0.83
H -3.10 -0.03 0.04
H -2.55 -0.16 1.73
H -0.57 -1.19 1.96
H 2.54 -1.23 -0.52
H 0.97 -1.24 -1.39
H 1.66 1.23 0.19
H 2.56 0.95 -1.32
H -0.24 0.92 -1.19
*
```

Formula: C4H8O2
Source: OMol25
Level of theory: the ωB97M-V functional and the def2-TZVPD basis

Calculated values
HOMO energy: -9.7 eV
E: -307.6480 Ha
ΔE to the lowest compared entry with this formula, charge and spin: 40.41 kcal/mol
SMILES: CC=O.CC=O

```
! wB97M-V def2-TZVPD RIJCOSX def2/J DEFGRID3
* xyz 0 1
C -0.69 -2.00 1.38
C 0.80 -1.75 1.47
O 1.31 -1.06 0.64
H -1.02 -2.16 2.43
H -0.92 -2.92 0.81
H -1.27 -1.16 0.95
H 1.36 -2.33 2.24
C 0.53 2.34 -1.66
C -0.58 1.36 -1.11
O -1.68 1.70 -0.69
H 0.50 2.27 -2.76
H 1.54 2.03 -1.32
H 0.36 3.39 -1.36
H -0.23 0.30 -1.04
*
```

Formula: C7H14O
Source: OMol25
Level of theory: the ωB97M-V functional and the def2-TZVPD basis

Calculated values
HOMO energy: -9.2 eV
E: -350.2747 Ha
ΔE to the lowest compared entry with this formula, charge and spin: 53.17 kcal/mol
SMILES: C=C(C)CCCCO

```
! wB97M-V def2-TZVPD RIJCOSX def2/J DEFGRID3
* xyz 0 1
C 0.41 -1.47 2.54
C -0.24 -0.54 1.85
C -1.68 -0.08 2.09
C 0.43 0.08 0.67
C 0.22 -0.67 -0.59
C 0.96 0.04 -1.73
C 0.02 1.17 -2.18
O 0.79 2.08 -3.13
H 1.41 -1.88 2.27
H 0.15 -2.08 3.40
H -2.06 0.41 1.16
H -2.30 -0.96 2.47
H -1.59 0.61 2.97
H 1.56 0.08 0.84
H 0.00 1.14 0.61
H -0.92 -0.82 -0.91
H 0.58 -1.70 -0.45
H 1.17 -0.84 -2.44
H 1.92 0.52 -1.47
H -0.15 1.76 -1.36
H -1.00 0.93 -2.69
H 0.31 2.21 -3.94
*
```

> Which value of E does entry 3 give?

-374.9502 Ha